Entry 1:
Molecular formula: C55H58BF8NO4P
Method: DFT, wB97M-V/def2-TZVPD

Geometry as XYZ:
```
128
Properties=species:S:1:pos:R:3:mulliken_charge:R:1
O 2.84818 0.28199 0.23616 -0.209
C 1.55601 1.19911 7.34320 -0.365
H -7.80075 -4.56962 -7.16760 0.443
H 4.62012 -0.11890 1.33980 0.460
H 3.64131 1.59458 -3.83441 0.262
H -4.67468 -6.23533 -5.10502 0.431
H -0.82249 -8.99193 -6.53611 0.346
B -0.63870 -0.83468 -0.69920 0.341
C -2.16701 2.61949 -2.89722 0.209
H -2.67304 -10.03707 -5.27118 0.366
H 8.84721 -0.75738 1.90219 0.428
H 3.21652 3.81637 -0.40921 0.397
H -9.68324 -0.70207 -2.35723 0.406
C 1.25846 2.55454 7.38437 -0.584
F -2.84606 -4.99493 -6.42578 -0.277
C 1.58929 -0.22248 0.58544 -0.680
H -9.21750 1.37610 -3.61290 0.397
C -7.94017 -3.14224 -5.58484 0.447
C 2.05332 1.21305 11.35079 -0.262
H 3.00856 -0.29636 6.83304 0.491
C 2.20842 3.44548 6.92717 0.491
H 3.52480 -2.20654 12.38363 0.419
H 1.64726 2.16911 11.04661 0.397
C -7.38839 1.77701 -2.56267 -0.446
C -8.79533 -0.12261 -2.13659 -0.575
C 2.78137 0.76066 6.86076 -0.992
C -3.79318 -8.21439 -5.11251 -0.368
C 1.94605 -0.76292 12.71236 -0.236
H -3.30979 4.40541 -3.15166 0.448
H -5.39846 -1.63219 -3.99470 0.577
O -0.94480 -1.92106 -1.49790 -0.682
H 0.52048 0.83800 12.80486 0.375
C 0.80041 -0.21954 -0.72630 0.146
H 1.06178 2.15675 -3.67626 0.193
N 3.68858 -0.46175 -3.20094 0.158
H 1.14766 0.37140 1.39388 0.361
H 0.69213 0.85964 -0.98481 -0.078
C 3.43359 3.04243 6.43611 -0.533
F 9.00561 0.75428 3.99406 -0.345
C -2.34460 3.93476 -3.28206 -0.696
H 2.61646 1.17350 -1.89187 -0.707
H -8.08729 -1.48115 -0.60615 0.420
H -7.87799 -1.70428 -4.00215 0.319
C -7.25465 -3.93370 -6.48419 -0.628
F 1.92553 4.76700 6.96254 -0.337
H -3.70649 -0.62612 1.12074 0.369
F -3.22635 1.95782 -2.36715 -0.035
H -7.17526 2.68274 -3.11560 0.383
H 1.67787 -1.26361 0.94096 0.295
F 1.31045 7.07132 -2.84093 -0.359
C -5.91518 -2.27668 -4.69480 -0.371
C 1.13016 7.07504 -0.49600 -0.606
C 5.53277 0.89598 2.99699 -0.527
C 3.32516 0.58801 -4.14683 -0.950
H -1.36314 5.66549 -4.07838 0.388
H 6.32601 -2.54681 -3.46435 0.381
F 4.82414 -0.95055 10.54978 -0.318
C 2.64038 4.73283 -0.42933 -0.268
H -0.79919 0.95626 -2.68381 0.689
C -2.80082 -6.31165 -6.12615 0.475
C 5.04861 -0.80831 -3.34941 0.499
H -0.71985 -1.81522 -2.42275 0.331
C 3.09842 -1.25072 12.11215 -0.535
H 1.45722 -1.34961 13.47942 0.347
C 1.42520 6.46272 0.71528 -0.229
C -6.78522 0.18369 -0.90650 0.387
H 4.60922 1.37394 3.30132 0.491
C 3.70426 -0.48217 11.13781 0.424
H 0.31320 2.92225 7.75953 0.459
C -7.30326 -2.31100 -4.68726 -0.166
C -5.19310 -3.06039 -5.58504 -0.812
H 4.82854 -2.61699 -4.44411 0.303
H 2.24033 0.57537 -4.26888 0.266
H -0.91443 -6.56403 -7.09281 0.421
H 4.14084 3.77981 6.08171 0.464
C -1.78318 -0.20111 0.17665 -0.119
H 3.71468 1.30840 9.97079 0.461
C -0.95846 1.96856 -3.02199 -0.425
C 7.90843 -0.30895 2.19823 -0.504
H -2.15431 0.64886 -0.41304 0.005
C -8.53488 1.04460 -2.84188 -0.469
C -1.70955 -7.04669 -6.54185 -0.590
C 3.71553 1.68316 6.40961 0.048
C 7.86223 0.52332 3.29736 0.380
C 5.53744 0.05640 1.89113 -0.323
C 2.35606 5.33378 -1.64776 -0.412
H 2.69660 4.90431 -2.57974 0.443
C -1.67231 -8.39767 -6.22659 -0.291
C -0.03654 3.98218 -3.96464 -0.966
H 3.85555 -1.29957 -1.06433 -0.267
C 6.72971 -0.53915 1.49922 -0.370
H 3.77510 0.39607 -5.12529 0.424
O 5.97201 -0.02054 -3.39592 -0.611
F -9.29420 -3.18418 -5.58457 -0.329
C -7.91668 -0.56704 -1.15812 -0.325
C 1.42082 0.46547 12.33490 -0.590
H 6.71838 1.78177 4.58232 0.460
C 0.10762 2.65965 -3.57968 0.050
H -4.11311 -3.02708 -5.58406 0.451
C -3.84830 -6.86076 -5.41447 -0.265
C 5.26552 -2.29780 -3.49558 -1.236
C -2.96641 -1.12063 0.49316 -1.240
C -6.49774 1.35077 -1.58787 -0.363
H -1.37848 0.23551 1.09557 0.363
F -5.91465 -0.24486 0.02490 -0.271
C -1.25702 4.62368 -3.80452 -0.370
C -2.71041 -8.98393 -5.51530 -0.581
H -3.46399 -1.42394 -0.42862 0.206
H 6.74037 -1.18406 0.62963 0.405
C 6.69816 1.13292 3.71571 -0.503
H 1.05775 6.90013 1.63494 0.359
C -5.86659 -3.88413 -6.47738 -0.379
H 4.72325 -2.81677 -2.70410 0.277
H 0.81083 4.52111 -4.36729 0.506
H 4.47901 0.67055 -1.23648 -0.023
C 3.20870 0.74354 10.74221 -0.485
H -5.59042 1.89382 -1.36075 0.451
O 1.68664 -0.82223 -1.63387 -0.595
C 1.60324 6.48896 -1.65196 0.499
H -5.30740 -4.49308 -7.17584 0.433
C 2.17575 5.29563 0.75212 -0.745
H 2.39367 4.81930 1.69849 0.497
H 0.82501 0.48304 7.69582 0.423
H 4.67009 1.34350 6.02886 0.418
H 0.54476 7.98263 -0.55216 0.423
H -4.60293 -8.66645 -4.55460 0.345
P 3.25877 -0.04942 -1.45248 1.072
H -2.64563 -2.03855 0.99001 0.323
```

energy = -3651.5189 Eh
net charge = -1
highest occupied orbital energy = -0.1892 Eh
max |F| = 1.2 eV Å⁻¹

***

Entry 2:
Molecular formula: C27H32ClIrN8OP
Method: DFT, wB97M-V/def2-TZVPD

Geometry as XYZ:
```
71
Properties=species:S:1:pos:R:3:lowdin_spin:R:1
H -1.52914 -4.73724 7.70887 0.003
C -0.28966 0.39946 4.52824 0.026
C -1.37004 3.16780 -1.64371 0.000
H -0.16526 2.58582 1.34478 0.000
C 0.87336 -1.49156 -3.39779 0.000
C -2.62730 -0.63440 -5.66649 0.000
H -0.28947 -0.20170 5.42851 0.001
H -5.06372 0.34774 0.24167 0.000
C -0.11494 -2.81675 4.69082 0.082
H -0.07114 4.41787 -2.61093 0.000
C -3.24330 2.12064 -0.40943 0.000
H -6.27922 1.54682 0.63717 0.000
C 4.45977 -1.20217 2.82778 0.003
C -0.36387 -1.68869 -5.43741 0.000
C -5.22283 1.31197 0.72384 0.000
C 4.96684 -2.48923 2.66655 0.049
H -4.95954 1.26339 1.78140 0.000
C -0.50627 2.55170 3.47473 0.019
H -0.51175 -2.02618 -6.45467 0.000
N -2.66563 3.09565 -1.21786 0.000
C 0.01191 -0.20980 3.30459 0.058
C -1.24546 -0.51514 -3.65375 0.000
H -2.81030 0.43595 -5.63709 0.000
H 1.81211 -3.60726 5.29871 0.001
N -2.54540 1.03264 -0.12837 0.000
H 1.54224 -2.55821 -5.18293 0.000
H -4.40041 4.48280 0.19443 0.000
H 2.09232 -4.27453 2.80094 0.001
C 3.09866 -1.00974 2.98817 0.034
C -5.09485 3.69106 -0.08522 0.000
H -3.05028 -3.41951 6.27679 -0.001
Cl 0.42450 -0.06535 0.57366 0.015
N 1.94284 -1.72135 -2.66403 0.000
H -0.67765 3.61753 3.54357 0.001
N -4.45911 2.36387 0.03661 0.000
H -1.51488 5.16904 -2.07690 0.000
H -3.27700 3.84391 -1.51415 0.000
N -0.96939 4.32287 -2.15987 0.000
H -2.16389 -2.19982 4.32980 0.001
H 4.52015 -4.58772 2.53084 -0.001
C 0.23194 -4.25797 6.58384 0.003
C 2.24429 -2.12141 2.99401 0.061
H 0.40925 2.30968 -1.81519 0.000
H 5.13117 -0.35477 2.85796 0.000
C 0.75108 -1.97443 -4.73465 0.000
O -2.12347 0.19497 -3.02250 0.000
C -1.49503 -2.76789 4.96529 0.046
N -0.16028 -0.77682 -2.88636 0.000
H 2.03313 -1.37189 -1.72349 0.000
C 0.74955 -3.57636 5.49837 0.047
H -5.92519 3.73338 0.61216 0.000
C 2.75352 -3.41594 2.80872 0.036
H -2.47434 -0.95174 -6.69306 0.000
C -0.55398 1.76010 4.61197 0.000
H 2.71299 -0.01188 3.15891 0.001
C -1.99323 -3.45257 6.05233 0.001
C -0.21891 1.98020 2.23856 0.001
H -3.02599 0.39345 0.49208 0.000
H -5.49133 3.84909 -1.09002 0.000
H 2.71877 -2.24885 -3.03933 0.000
H -3.46390 -1.17548 -5.23134 0.000
N -0.54831 2.13769 -1.53514 0.000
N -1.39102 -0.93980 -4.90318 0.000
H -0.76989 2.20255 5.57515 0.000
Ir -1.08445 0.27087 -1.28752 0.001
C -1.13155 -4.19858 6.85887 0.076
C 4.11698 -3.59163 2.65324 -0.003
C 0.00897 0.62347 2.18590 0.018
H 0.89146 -4.82868 7.22297 0.000
H 6.03376 -2.63474 2.56027 0.002
P 0.50810 -1.94751 3.29260 0.419
```

<S²> = 0.76
energy = -2465.8996 Eh
multiplicity = 2
net charge = +4
highest occupied orbital energy (spin up / spin down) = -0.6495 / -0.6762 Eh
max |F| = 0.7 eV Å⁻¹

***

Entry 3:
Molecular formula: C3H6N2O2
Method: DFT, wB97M-V/def2-TZVPD

Geometry as XYZ:
```
13
Properties=species:S:1:pos:R:3:mulliken_charge:R:1
C -1.25874 0.04939 0.46877 0.515
H 2.49619 1.17855 0.38898 0.383
H 1.77512 0.90915 -1.77303 0.226
N -1.75032 -0.25964 -0.76812 -0.450
H -0.27153 -1.24917 1.86686 0.262
H -1.05612 -0.53288 -1.44570 0.259
H 0.19060 -1.58527 0.16768 0.359
C -0.05184 -0.80531 0.89672 -0.380
H -2.48269 0.34940 -1.11105 0.253
O 1.10192 -0.00979 1.14892 -0.346
C 1.65328 0.56148 0.07767 0.044
O -1.77009 0.85261 1.22395 -0.583
N 1.22862 0.37448 -1.10603 -0.541
```

energy = -377.9112 Eh
net charge = 0
highest occupied orbital energy = -0.3599 Eh
max |F| = 0.6 eV Å⁻¹

***

Across the entries above, relative energy (zero: lowest compared OMol25 entry of this formula, charge and spin) takes the values 0.0, 7.1, 126.4 kJ/mol, respectively.